--- w ---
{
  "formula": "C6H12O2",
  "method": "the ωB97M-V functional and the def2-TZVPD basis",
  "symbols": ["C", "C", "C", "C", "C", "C", "O", "H", "H", "H", "H", "H", "H", "H", "H", "H", "H", "O", "H", "H"],
  "coordinates": [[2.171, -0.050, -1.709], [0.968, 0.295, -0.832], [0.931, 1.667, -0.330], [0.069, -0.608, -0.377], [-0.965, -0.193, 0.472], [-2.200, 0.149, -0.013], [-3.159, 0.639, 0.839], [1.998, -1.125, -1.993], [2.449, 0.555, -2.581], [2.952, 0.072, -1.018], [0.201, 1.957, 0.410], [0.893, 2.528, -1.109], [1.812, 1.944, 0.061], [0.143, -1.629, -0.763], [-0.872, 0.018, 1.636], [-2.534, 0.423, -0.997], [-3.271, 0.309, 1.653], [-0.501, -2.031, 2.404], [-0.204, -2.069, 1.483], [-0.883, -2.853, 2.766]],
  "lowdin_charge": [-0.045, -0.318, -0.071, -0.139, -0.180, -0.134, 0.010, 0.091, 0.082, 0.057, 0.076, 0.129, 0.032, 0.115, 0.161, 0.121, 0.025, -0.079, 0.010, 0.057],
  "homo_lumo_gap_ev": 9.181,
  "lumo_ev": 0.8638,
  "homo_energy_ha": -0.3056,
  "smiles": "CC(C)=C/C=C/O.O"
}

***

--- x ---
{
  "formula": "C6H12O2",
  "method": "the ωB97M-V functional and the def2-TZVPD basis",
  "symbols": ["C", "C", "O", "C", "C", "C", "O", "C", "H", "H", "H", "H", "H", "H", "H", "H", "H", "H", "H", "H"],
  "coordinates": [[-0.961, 0.178, -1.682], [-1.109, 0.322, -0.214], [-2.314, 1.042, 0.061], [-0.633, -0.752, 0.690], [0.757, -0.135, 0.862], [1.868, -0.820, 0.049], [1.042, -0.002, 2.245], [0.160, 1.139, 0.224], [-1.746, -0.473, -2.097], [-1.127, 1.163, -2.186], [-0.031, -0.197, -2.052], [-3.071, 0.540, -0.195], [-1.113, -0.833, 1.687], [-0.577, -1.734, 0.251], [2.180, -1.678, 0.762], [1.438, -1.154, -1.025], [2.783, -0.134, -0.194], [2.076, 0.148, 2.381], [-0.360, 1.768, 0.943], [0.737, 1.612, -0.511]],
  "lowdin_charge": [-0.041, -0.548, 0.008, -0.055, -0.574, -0.030, -0.052, -0.023, 0.089, 0.111, 0.059, 0.079, 0.146, 0.115, 0.107, 0.113, 0.104, 0.160, 0.131, 0.099],
  "homo_lumo_gap_ev": 10.622,
  "lumo_ev": 0.8052,
  "homo_energy_ha": -0.3608,
  "smiles": "C[C@]1(O)C[C@@](C)(O)C1"
}

***

--- y ---
{
  "formula": "C6H12O2",
  "method": "the ωB97M-V functional and the def2-TZVPD basis",
  "symbols": ["C", "C", "O", "C", "C", "C", "C", "O", "H", "H", "H", "H", "H", "H", "H", "H", "H", "H", "H", "H"],
  "coordinates": [[-3.028, -1.021, -0.247], [-1.615, -0.756, 0.214], [-1.163, 0.531, -0.148], [0.213, 0.793, 0.020], [0.434, 2.182, -0.168], [1.046, -0.269, 0.288], [2.631, -0.247, 0.282], [3.002, -1.435, -0.428], [-3.635, -1.798, 0.445], [-3.022, -1.408, -1.353], [-3.500, -0.064, -0.010], [-1.012, -1.559, -0.132], [-1.528, -0.703, 1.299], [-0.411, 2.804, 0.316], [-0.074, 2.242, -1.112], [1.384, 2.671, -0.247], [0.608, -1.050, 0.838], [2.876, -0.334, 1.368], [3.113, 0.733, -0.070], [3.680, -1.311, -1.153]],
  "lowdin_charge": [-0.082, -0.321, -0.089, -0.344, -0.031, -0.014, -0.238, -0.108, 0.120, 0.109, 0.064, 0.097, 0.127, 0.134, 0.083, 0.083, 0.070, 0.105, 0.125, 0.110],
  "homo_lumo_gap_ev": 9.188,
  "lumo_ev": 0.9121,
  "homo_energy_ha": -0.3041,
  "smiles": "CCO/C(C)=C/CO"
}

***

What should be chosen as the least stable of them? Choose y.

***

--- w ---
{
  "formula": "C20H29N3O2",
  "method": "the ωB97M-V functional and the def2-TZVPD basis",
  "symbols": ["C", "C", "C", "C", "C", "C", "C", "C", "O", "N", "C", "C", "C", "N", "C", "O", "N", "C", "C", "C", "C", "C", "C", "C", "C", "H", "H", "H", "H", "H", "H", "H", "H", "H", "H", "H", "H", "H", "H", "H", "H", "H", "H", "H", "H", "H", "H", "H", "H", "H", "H", "H", "H", "H"],
  "coordinates": [[-6.288, -0.268, 1.709], [-5.879, 0.660, 0.609], [-6.513, 1.886, 0.448], [-6.142, 2.762, -0.557], [-5.120, 2.423, -1.426], [-4.470, 1.212, -1.275], [-4.837, 0.330, -0.263], [-4.131, -0.985, -0.161], [-4.696, -2.058, -0.083], [-2.780, -0.870, -0.178], [-1.890, -2.011, -0.156], [-1.039, -2.062, -1.436], [0.344, -2.629, -1.139], [1.053, -1.748, -0.232], [2.312, -1.337, -0.585], [2.896, -1.812, -1.543], [2.883, -0.396, 0.223], [4.194, 0.149, -0.061], [4.098, 1.580, -0.598], [5.488, 2.126, -0.905], [6.366, 2.087, 0.342], [6.459, 0.664, 0.883], [5.069, 0.116, 1.192], [0.288, -1.179, 0.858], [-0.988, -1.985, 1.088], [-6.424, -1.273, 1.319], [-5.511, -0.314, 2.473], [-7.211, 0.067, 2.174], [-7.316, 2.154, 1.120], [-6.655, 3.706, -0.665], [-4.832, 3.096, -2.220], [-3.688, 0.934, -1.967], [-2.366, 0.047, -0.242], [-2.551, -2.882, -0.098], [-1.534, -2.662, -2.199], [-0.920, -1.050, -1.833], [0.947, -2.696, -2.046], [0.259, -3.634, -0.710], [2.336, 0.088, 0.912], [4.623, -0.500, -0.831], [3.483, 1.586, -1.501], [3.612, 2.214, 0.149], [5.946, 1.520, -1.689], [5.410, 3.150, -1.275], [5.939, 2.740, 1.108], [7.364, 2.461, 0.105], [6.939, 0.025, 0.138], [7.073, 0.647, 1.786], [5.140, -0.909, 1.559], [4.603, 0.724, 1.973], [0.026, -0.129, 0.646], [0.885, -1.203, 1.778], [-0.715, -3.005, 1.358], [-1.540, -1.555, 1.925]],
  "lowdin_charge": [-0.034, -0.210, -0.041, -0.080, -0.084, -0.038, -0.104, -0.440, 0.073, 0.099, -0.296, -0.102, -0.144, -0.049, -0.522, 0.048, 0.109, -0.328, -0.151, -0.202, -0.213, -0.203, -0.154, -0.163, -0.113, 0.076, 0.092, 0.077, 0.110, 0.103, 0.102, 0.113, 0.138, 0.146, 0.120, 0.122, 0.121, 0.130, 0.120, 0.149, 0.117, 0.117, 0.116, 0.108, 0.112, 0.107, 0.116, 0.108, 0.116, 0.117, 0.124, 0.124, 0.120, 0.122],
  "homo_lumo_gap_ev": 9.438,
  "lumo_ev": 0.4647,
  "homo_energy_ha": -0.3298,
  "smiles": "Cc1ccccc1C(=O)NC1CCN(C(=O)NC2CCCCC2)CC1"
}

***

--- x ---
{
  "formula": "C20H29N3O2",
  "method": "the ωB97M-V functional and the def2-TZVPD basis",
  "symbols": ["C", "H", "H", "H", "C", "N", "C", "N", "C", "C", "H", "H", "C", "N", "C", "C", "C", "H", "H", "C", "C", "H", "H", "C", "O", "H", "H", "H", "C", "C", "C", "C", "C", "C", "C", "H", "H", "H", "O", "C", "H", "H", "H", "H", "H", "H", "H", "H", "H", "H", "H", "H", "H", "H"],
  "coordinates": [[1.150, -3.102, 2.993], [1.039, -3.684, 3.965], [2.130, -2.919, 2.744], [0.381, -2.271, 2.927], [0.450, -4.049, 1.790], [0.674, -3.360, 0.559], [-0.204, -2.439, 0.106], [0.084, -2.243, -1.309], [1.318, -2.782, -1.561], [1.653, -3.567, -0.363], [2.747, -4.225, -0.316], [1.899, -2.590, -2.539], [-1.706, -2.167, 0.653], [-1.151, -1.248, 1.672], [-2.462, -0.894, 2.397], [-3.299, 0.181, 1.870], [-2.756, 1.437, 1.524], [-2.330, 1.959, 2.378], [-3.333, 1.855, 0.843], [-1.291, 1.143, 0.595], [-0.596, 0.012, 1.110], [0.114, 0.524, 2.107], [0.364, -0.335, 0.513], [-1.686, 0.848, -0.830], [-0.847, 0.221, -2.024], [-0.536, -0.597, -1.557], [-2.784, 0.108, -0.808], [-2.190, 1.552, -1.397], [-0.524, 2.542, 0.576], [0.603, 2.435, -0.311], [0.560, 2.908, -1.722], [1.504, 2.980, -2.633], [2.816, 2.350, -2.123], [2.779, 1.916, -0.858], [1.773, 1.916, 0.002], [2.080, 1.298, 0.959], [3.710, 1.307, -0.683], [3.811, 2.432, -2.612], [1.423, 3.583, -3.750], [2.589, 3.604, -4.735], [2.019, 4.091, -5.380], [3.533, 4.232, -4.275], [2.688, 2.637, -4.974], [-0.481, 3.578, -1.941], [-0.215, 2.658, 1.410], [-1.362, 3.143, 0.329], [-4.270, 0.309, 2.608], [-3.925, -0.429, 1.088], [-1.993, -0.487, 3.300], [-2.750, -1.720, 2.730], [-1.942, -3.134, 1.137], [-2.198, -1.954, -0.170], [1.289, -5.149, 1.809], [-0.353, -4.412, 2.178]],
  "lowdin_charge": [-0.039, 0.081, 0.020, 0.061, -0.135, -0.118, -0.214, 0.038, -0.125, -0.100, 0.173, 0.122, -0.050, -0.120, -0.193, -0.262, -0.074, 0.134, 0.066, -0.359, -0.179, 0.199, 0.148, -0.122, -0.111, -0.008, 0.175, 0.070, -0.072, -0.215, 0.029, -0.363, 0.008, -0.173, -0.120, 0.155, 0.126, 0.104, -0.062, 0.045, 0.035, 0.161, 0.047, 0.187, 0.017, 0.126, 0.175, 0.140, 0.128, 0.039, 0.130, 0.056, 0.200, 0.018],
  "homo_lumo_gap_ev": 8.703,
  "lumo_ev": 0.7218,
  "homo_energy_ha": -0.2933
}

***

What should be chosen as the least stable of them? Choose x.

***

--- w ---
{
  "formula": "C3H6",
  "method": "the ωB97M-V functional and the def2-TZVPD basis",
  "symbols": ["C", "C", "C", "H", "H", "H", "H", "H", "H"],
  "coordinates": [[1.156, 0.434, -0.805], [-0.060, 0.119, -0.314], [-0.693, -0.364, 0.930], [1.404, 0.776, -1.773], [2.141, 0.282, -0.190], [-1.265, 0.259, -1.348], [-1.296, -1.223, 0.596], [-1.471, 0.271, 1.301], [0.083, -0.553, 1.603]],
  "lowdin_charge": [-0.066, -0.274, -0.156, 0.018, 0.088, 0.192, 0.079, 0.065, 0.054],
  "homo_lumo_gap_ev": 10.902,
  "lumo_ev": 1.2026,
  "homo_energy_ha": -0.3564
}

***

--- x ---
{
  "formula": "C3H6",
  "method": "the ωB97M-V functional and the def2-TZVPD basis",
  "symbols": ["C", "C", "C", "H", "H", "H", "H", "H", "H"],
  "coordinates": [[0.265, 0.760, -0.004], [-0.976, -0.078, 0.001], [0.418, -0.679, -0.040], [0.908, 1.196, 0.829], [0.538, 1.324, -0.934], [-1.687, -0.069, -0.783], [-1.276, -0.156, 1.047], [0.902, -1.107, 0.862], [0.908, -1.190, -0.978]],
  "lowdin_charge": [-0.252, -0.135, -0.241, 0.119, 0.104, 0.084, 0.095, 0.098, 0.127],
  "homo_lumo_gap_ev": 11.812,
  "lumo_ev": 1.3855,
  "homo_energy_ha": -0.3832,
  "smiles": "C1CC1"
}

***

What should be chosen as the least stable of them? Choose w.

***

--- w ---
{
  "formula": "C3H10N2O2",
  "method": "the ωB97M-V functional and the def2-TZVPD basis",
  "symbols": ["C", "C", "N", "C", "N", "O", "H", "H", "H", "H", "H", "H", "H", "H", "O", "H", "H"],
  "coordinates": [[0.146, 0.761, -1.308], [0.549, 0.680, 0.154], [1.971, 0.935, 0.419], [0.152, -0.681, 0.757], [0.914, -1.763, 0.360], [-0.901, -0.798, 1.357], [0.962, 0.341, -1.924], [-0.726, 0.158, -1.549], [0.086, 1.772, -1.700], [-0.060, 1.405, 0.698], [2.527, 0.109, 0.578], [2.083, 1.644, 1.126], [0.403, -2.574, 0.703], [1.262, -1.765, -0.591], [-3.427, -0.263, 0.156], [-2.503, -0.563, 0.208], [-3.439, 0.603, 0.557]],
  "lowdin_charge": [-0.057, -0.374, 0.045, -0.492, 0.156, 0.045, 0.079, 0.078, 0.078, 0.139, 0.061, 0.070, 0.114, 0.107, -0.068, -0.006, 0.025],
  "homo_lumo_gap_ev": 10.070,
  "lumo_ev": 0.7012,
  "homo_energy_ha": -0.3443,
  "smiles": "C[C@H](N)C(N)=O.O"
}

***

--- x ---
{
  "formula": "C3H10N2O2",
  "method": "the ωB97M-V functional and the def2-TZVPD basis",
  "symbols": ["N", "C", "C", "C", "N", "O", "H", "H", "H", "H", "H", "H", "H", "H", "O", "H", "H"],
  "coordinates": [[-0.506, -0.732, 2.818], [-0.068, -1.155, 1.494], [-0.399, -0.092, 0.450], [0.009, -0.580, -0.941], [-0.631, -0.027, -2.020], [0.713, -1.561, -1.081], [-0.028, 0.127, 3.068], [-0.255, -1.416, 3.519], [-0.666, -2.017, 1.183], [0.966, -1.445, 1.415], [-1.459, 0.149, 0.452], [0.173, 0.818, 0.669], [-0.797, -0.661, -2.786], [-1.248, 0.747, -1.851], [1.135, 2.835, -1.931], [1.707, 3.105, -2.661], [1.354, 1.906, -1.795]],
  "lowdin_charge": [-0.010, -0.298, -0.120, -0.545, 0.148, 0.048, 0.063, 0.063, 0.118, 0.105, 0.117, 0.120, 0.110, 0.097, -0.070, 0.039, 0.014],
  "homo_lumo_gap_ev": 10.139,
  "lumo_ev": 0.7536,
  "homo_energy_ha": -0.3449,
  "smiles": "NCCC(N)=O.O"
}

***

--- y ---
{
  "formula": "C3H10N2O2",
  "method": "the ωB97M-V functional and the def2-TZVPD basis",
  "symbols": ["C", "C", "N", "O", "H", "H", "H", "H", "H", "N", "C", "O", "H", "H", "H", "H", "H"],
  "coordinates": [[2.103, 0.319, 0.783], [1.915, -1.177, 0.690], [0.625, -1.588, 0.564], [2.844, -1.957, 0.661], [1.432, 0.759, 1.520], [1.901, 0.766, -0.191], [3.133, 0.520, 1.057], [-0.156, -0.978, 0.746], [0.456, -2.574, 0.577], [-1.166, 0.785, -1.808], [-2.137, 0.962, -0.792], [-1.799, 0.210, 0.392], [-0.266, 1.105, -1.498], [-1.081, -0.187, -2.076], [-2.214, 2.019, -0.531], [-3.113, 0.632, -1.155], [-2.476, 0.383, 1.059]],
  "lowdin_charge": [-0.011, -0.607, 0.155, 0.035, 0.078, 0.072, 0.079, 0.052, 0.102, 0.035, -0.342, -0.100, 0.058, 0.079, 0.114, 0.114, 0.086],
  "homo_lumo_gap_ev": 10.074,
  "lumo_ev": 0.5242,
  "homo_energy_ha": -0.3509,
  "smiles": "CC(N)=O.NCO"
}

***

What should be chosen as the least stable of them? Choose w.